Record 1
DFT (ωB97M-V/def2-TZVPD) results for a molecular structure, C5H7NO in a non-equilibrium geometry.

Positions of all 14 atoms, in Å:
O: 0.022 0.353 1.528
N: -0.600 -0.027 -1.740
C: 1.187 -0.258 1.330
C: -0.360 0.619 0.223
C: 1.301 -0.871 0.148
C: -1.407 0.733 -0.778
C: 0.022 -0.665 -0.560
H: 0.463 1.277 -0.229
H: 1.742 -0.279 2.363
H: -1.728 1.746 -1.008
H: 1.935 -1.798 0.028
H: -2.297 0.188 -0.699
H: 0.090 0.570 -2.050
H: -0.646 -1.688 -0.620

Force components x, y, z for each atom (eV/Å):
O -1.8 2.6 1.3
N -0.3 -0.3 -0.6
C 1.4 -1.4 3.2
C 2.7 -1.9 -1.3
C 2.0 -2.5 -1.0
C -2.7 2.0 -1.0
C -1.5 -2.7 1.0
H -0.9 -0.3 0.9
H -0.6 -0.4 -2.6
H 0.2 0.2 -0.5
H -0.2 1.6 0.0
H -1.3 -1.0 0.9
H 1.7 1.9 -1.6
H 1.4 2.2 1.4

2S+1: 1
total charge: 0
lowest unoccupied orbital energy: 1.0 eV



Record 2
DFT (ωB97M-V/def2-TZVPD) results for C5H7NO in the gas phase in a non-equilibrium geometry.

Positions of all 14 atoms, in Å:
O: 1.818 -1.017 -0.282
N: 0.430 1.479 -2.282
C: -0.592 -0.704 0.269
C: 0.599 0.764 -1.389
C: 0.723 -0.120 -0.227
C: -1.799 0.212 0.077
C: 1.906 0.060 0.633
H: -1.984 0.403 -0.985
H: -0.749 -1.642 -0.277
H: -1.664 1.181 0.570
H: 2.646 0.821 0.388
H: 1.829 -0.211 1.685
H: -2.694 -0.258 0.494
H: -0.470 -0.968 1.326

Force components x, y, z for each atom (eV/Å):
O 0.1 -0.2 -0.1
N 0.2 -0.7 0.8
C 0.0 -0.1 0.0
C -0.2 0.6 -0.8
C -0.2 0.1 0.0
C -0.1 0.0 0.0
C 0.1 0.2 0.2
H 0.0 0.0 0.2
H 0.0 0.1 0.0
H 0.0 -0.1 0.0
H -0.1 -0.1 0.0
H 0.0 0.0 -0.2
H 0.1 0.1 0.0
H 0.0 0.0 -0.2

2S+1: 1
total charge: 0
lowest unoccupied orbital energy: 0.8 eV
SMILES: CC[C@@]1(C#N)CO1



Record 3
DFT (ωB97M-V/def2-TZVPD) results for C5H7NO in the gas phase in a non-equilibrium geometry.

Positions of all 14 atoms, in Å:
O: -0.608 1.449 -1.370
N: 2.229 -0.493 -1.609
C: -1.260 0.201 -1.520
C: 1.211 -0.122 -1.205
C: -0.176 0.411 0.852
C: 0.638 -0.648 1.592
C: -0.069 0.343 -0.665
H: 0.488 -0.545 2.671
H: 0.148 1.413 1.153
H: -1.237 0.329 1.116
H: -2.227 0.128 -1.023
H: 1.708 -0.537 1.384
H: -1.184 -0.259 -2.504
H: 0.345 -1.663 1.304

Force components x, y, z for each atom (eV/Å):
O 0.0 0.2 0.0
N -1.0 0.4 0.4
C -0.2 -0.2 -0.1
C 0.9 -0.3 -0.3
C 0.0 0.0 0.0
C 0.0 0.0 0.0
C 0.1 -0.1 0.2
H 0.0 0.0 -0.2
H 0.0 -0.1 0.0
H 0.2 0.1 -0.1
H 0.1 0.0 -0.1
H -0.2 0.0 0.0
H 0.0 0.1 0.1
H 0.0 0.1 0.0

2S+1: 1
total charge: 0
lowest unoccupied orbital energy: 0.8 eV
SMILES: CC[C@@]1(C#N)CO1



Record 4
DFT (ωB97M-V/def2-TZVPD) results for a molecular structure, C5H7NO.

Positions of all 14 atoms, in Å:
O: 1.835 -0.543 -1.060
N: -0.502 0.534 1.250
C: -0.243 -0.817 0.538
C: -1.330 -0.488 -0.504
C: -1.074 0.924 -0.052
C: 0.381 1.106 0.153
C: 1.106 -0.205 0.091
H: 1.744 -0.268 0.983
H: -0.282 -1.747 1.111
H: -1.132 -0.737 -1.550
H: -2.327 -0.827 -0.205
H: 0.834 2.092 0.101
H: -1.726 1.792 -0.077
H: 2.717 -0.817 -0.778

Force components x, y, z for each atom (eV/Å):
O -0.1 -0.3 -0.1
N 0.0 0.1 0.2
C 0.1 -0.4 0.1
C 0.1 0.0 -0.1
C -0.2 0.3 -0.3
C 0.3 0.3 0.0
C -0.2 0.1 0.3
H 0.0 0.1 -0.2
H 0.1 0.2 -0.1
H 0.0 0.0 0.1
H 0.3 0.0 0.0
H -0.1 -0.1 0.6
H 0.1 -0.1 -0.3
H -0.3 0.0 -0.2

2S+1: 1
total charge: 0
lowest unoccupied orbital energy: 0.8 eV



Record 5
DFT (ωB97M-V/def2-TZVPD) results for C5H7NO in the gas phase.

Positions of all 14 atoms, in Å:
O: -0.345 -0.797 -1.643
N: -2.055 -1.557 -0.215
C: -0.712 0.137 0.517
C: 1.751 -0.168 -0.227
C: 0.993 0.479 0.705
C: -1.028 -0.846 -0.588
C: -0.134 1.433 0.254
H: -0.319 2.250 0.948
H: -1.118 -0.068 1.504
H: 2.572 -0.808 0.088
H: -2.350 -2.118 -1.020
H: 1.543 -0.072 -1.284
H: 1.252 0.429 1.757
H: -0.052 1.706 -0.795

Force components x, y, z for each atom (eV/Å):
O -0.2 0.0 0.1
N 0.2 0.1 -0.2
C -0.2 0.1 -0.1
C -0.1 0.1 0.2
C 0.6 -0.2 0.0
C -0.1 -0.1 0.0
C -0.2 0.0 -0.1
H 0.0 -0.2 -0.1
H 0.1 0.0 -0.2
H -0.1 0.1 0.0
H 0.0 0.1 0.1
H 0.0 0.0 0.1
H -0.1 0.0 -0.2
H 0.0 -0.1 0.2

2S+1: 1
total charge: 0
lowest unoccupied orbital energy (alpha / beta): -1.5 / -1.5 eV



Record 6
DFT (ωB97M-V/def2-TZVPD) results for C5H7NO in the gas phase.

Positions of all 14 atoms, in Å:
O: 0.857 -0.183 -2.421
N: 0.056 -1.283 0.834
C: 1.714 0.249 -0.136
C: 0.771 0.079 0.954
C: -1.837 0.210 0.182
C: 0.798 0.261 -1.268
C: -0.395 -0.166 0.088
H: -2.465 -0.578 -0.244
H: -2.056 1.156 -0.316
H: 0.658 -1.918 0.323
H: 0.394 1.318 -1.066
H: 2.788 0.060 -0.131
H: -2.089 0.296 1.247
H: 0.807 0.498 1.954

Force components x, y, z for each atom (eV/Å):
O -0.1 -0.1 0.2
N 0.2 -0.1 -0.2
C 0.5 -0.3 0.1
C 0.1 0.2 0.1
C 0.0 0.1 -0.1
C 0.2 0.4 0.1
C -0.6 0.0 0.3
H 0.1 0.1 0.0
H 0.1 -0.1 0.1
H 0.0 0.0 0.0
H -0.2 -0.2 -0.2
H -0.2 0.1 0.0
H 0.0 0.0 -0.1
H 0.0 -0.1 -0.1

2S+1: 1
total charge: 0
lowest unoccupied orbital energy (alpha / beta): -1.5 / -1.0 eV



> Number 4 is which compound?

C5H7NO